Version w
Below is an isolated molecule of C4H8NOP, with properties calculated with ωB97M-V/def2-TZVPD.

Last column: Löwdin charge in e.
CARTESIAN COORDINATES (ANGSTROEM)
H: -0.202 -1.113 3.509  -0.18
P: -0.988 -0.616 2.490  0.82
C: 0.045 -0.533 1.147  -0.49
C: -0.091 0.398 -0.063  -0.40
C: 0.801 1.683 -0.048  -0.06
C: 0.059 -0.503 -1.242  -0.63
N: -1.002 -1.270 -1.486  0.15
O: 1.029 -0.548 -1.936  0.09
H: 1.048 -0.917 1.102  0.06
H: -1.164 0.868 -0.056  0.15
H: 0.840 1.959 -1.173  0.11
H: 0.358 2.628 0.426  0.09
H: 1.770 1.607 0.404  0.06
H: -1.690 -1.646 -0.845  0.10
H: -0.813 -1.998 -2.227  0.14

Computed properties:
LUMO energy = -0.00713 hartree
Orbital gap = 9.22 eV
Total charge = 0
SMILES = [H]/P=C/[C@@H](C)C(N)=O
HOMO energy = -9.417 eV

Version x
Below is an isolated molecule of C4H8NOP, with properties calculated with ωB97M-V/def2-TZVPD.

Last column: Löwdin charge in e.
CARTESIAN COORDINATES (ANGSTROEM)
N: -1.778 1.536 -0.638  -0.07
P: -1.142 -0.232 0.124  0.73
O: -2.317 -1.016 0.532  -0.36
C: 0.010 -0.048 1.481  -0.20
C: 1.245 -0.233 1.119  -0.20
C: 1.449 -0.358 -0.330  -0.27
C: 0.191 -0.935 -1.042  -0.21
H: -1.168 2.151 -1.163  0.00
H: -2.527 1.866 -0.136  -0.05
H: -0.208 0.115 2.506  0.07
H: 2.152 -0.196 1.883  0.16
H: 1.515 0.732 -0.465  0.11
H: 2.379 -0.805 -0.767  0.12
H: -0.133 -0.533 -1.996  0.07
H: 0.331 -2.044 -1.106  0.11

Computed properties:
LUMO energy = 0.02481 hartree
Orbital gap = 10.18 eV
Total charge = 0
SMILES = N[P@]1(=O)C=CCC1
HOMO energy = -9.509 eV

The most stable of them is version x.